# 1
Here is a cluster of 12 separate species, C44H100O32P4 in total in a non-equilibrium geometry from the OMol25 dataset. Energies are from the ωB97M-V functional and the def2-TZVPD basis.

Structure (ORCA input):
```
! wB97M-V def2-TZVPD RIJCOSX def2/J DEFGRID3
* xyz 0 1
C -3.72257 4.78954 2.80161
O -4.50773 5.93703 3.04805
P -4.32677 7.22523 2.08301
O -4.28912 6.88497 0.61514
O -5.56915 8.16336 2.42602
C -6.78266 7.68575 2.90069
O -2.95544 7.87954 2.65078
C -2.56836 9.12111 2.02989
H -3.37905 4.37747 3.75045
H -2.80727 4.99587 2.24686
H -4.39893 4.14800 2.23675
H -6.77583 8.06524 3.92248
H -7.10858 6.64606 2.87033
H -7.56049 8.19676 2.33329
H -2.93675 9.29535 1.01894
H -1.49351 9.02746 1.87482
H -2.71118 9.99177 2.66995
C -6.79616 0.32782 3.92326
O -6.44259 -0.82508 3.13507
P -6.47517 -0.80064 1.49873
O -7.71468 -0.21667 0.96888
O -6.20422 -2.30524 1.04242
C -5.99416 -2.73755 -0.27503
O -5.12162 0.01993 1.16521
C -4.72729 0.23568 -0.15941
H -6.95966 1.17173 3.25306
H -5.96297 0.50455 4.60344
H -7.68878 0.14204 4.52061
H -5.03706 -3.25676 -0.22525
H -5.92692 -1.99358 -1.06881
H -6.67826 -3.48511 -0.67660
H -3.78967 -0.25106 -0.42786
H -4.51201 1.29484 -0.30060
H -5.47284 0.00444 -0.92019
C 0.41646 -1.29177 2.51324
O 0.26187 -0.44562 1.33863
P 0.94410 0.98376 1.06998
O 0.27948 1.86855 0.07419
O 2.41460 0.56724 0.58897
C 2.76684 0.72358 -0.78862
O 1.10441 1.56217 2.59841
C 1.38887 2.91478 2.72831
H 0.83649 -0.66097 3.29668
H 1.09856 -2.06669 2.16346
H -0.57473 -1.67294 2.75888
H 3.20320 -0.23018 -1.08534
H 3.52390 1.39288 -1.19730
H 1.90550 0.57114 -1.43897
H 2.36647 3.02097 3.19854
H 0.77417 3.47804 3.43042
H 1.39450 3.40955 1.75708
C -7.47900 -7.16642 8.91861
O -6.77056 -5.92612 9.13947
P -6.93551 -4.71719 8.09614
O -6.19764 -3.45970 8.39951
O -6.55366 -5.33843 6.64230
C -5.67507 -4.70476 5.60766
O -8.56264 -4.51574 8.01402
C -9.19336 -3.27918 8.29244
H -8.34726 -7.05956 8.26838
H -7.64508 -7.50502 9.94129
H -6.62221 -7.78165 8.64385
H -5.02378 -3.88382 5.90763
H -6.29878 -4.41083 4.76345
H -5.14025 -5.56593 5.20710
H -10.25081 -3.45699 8.48808
H -9.22479 -2.40694 7.63952
H -9.02614 -2.77258 9.24296
C 0.52407 -6.92240 -5.94916
C -0.07957 -6.74036 -4.59369
O 0.12767 -5.40755 -4.22542
C -0.67570 -4.81333 -3.32933
C -0.51545 -3.31099 -3.23670
O -1.46809 -5.35208 -2.54916
H 1.60235 -6.76572 -5.97847
H -0.00828 -6.13921 -6.48890
H 0.31739 -7.90650 -6.36980
H -1.14472 -6.90499 -4.75629
H 0.07588 -7.34062 -3.69724
H -1.32980 -2.64304 -3.51740
H 0.41694 -3.03680 -3.73022
H -0.39838 -3.22367 -2.15653
C -0.71211 -8.02130 1.62910
C -1.90045 -9.04325 1.57051
O -1.41863 -10.12303 0.81234
C -2.23932 -11.05879 0.45887
C -1.53599 -12.04068 -0.49546
O -3.29578 -11.32764 0.91675
H -1.06521 -7.13196 2.15113
H -0.45747 -7.57074 0.66981
H 0.21844 -8.44939 2.00180
H -2.25450 -9.28957 2.57154
H -2.68949 -8.46942 1.08448
H -1.57296 -13.01577 -0.00973
H -0.49486 -11.78809 -0.69637
H -1.98072 -12.27665 -1.46222
C -2.24817 0.75055 -6.70787
C -0.81643 1.14521 -6.32072
O -0.89485 2.07483 -5.19071
C 0.09432 2.84902 -4.87448
C -0.39144 4.00741 -4.02619
O 1.26542 2.80249 -5.34522
H -2.28574 0.28113 -7.69089
H -2.80811 1.68415 -6.65346
H -2.70658 0.02892 -6.03169
H -0.17911 0.28506 -6.11561
H -0.31841 1.70206 -7.11444
H -0.31334 4.98594 -4.49999
H 0.27296 4.11056 -3.16827
H -1.44662 3.88169 -3.78353
C 4.84503 5.93805 -3.36828
C 5.40293 7.02537 -4.33839
O 4.93368 6.75421 -5.66420
C 5.74209 6.41087 -6.61073
C 4.96407 6.28472 -7.87879
O 6.93704 6.14634 -6.53321
H 3.89872 5.60523 -3.79467
H 4.75560 6.34729 -2.36198
H 5.53564 5.10057 -3.46722
H 5.04342 8.03429 -4.13605
H 6.48069 7.17833 -4.28246
H 5.48796 5.48914 -8.40858
H 5.05440 7.03235 -8.66682
H 3.97149 5.92358 -7.60958
C 3.30543 -2.72904 -9.42895
C 3.71030 -2.82291 -7.95728
O 4.15843 -1.56345 -7.35898
C 5.14294 -0.80664 -7.82618
C 5.38097 0.42731 -6.95295
O 5.90052 -0.93927 -8.79521
H 2.79003 -3.63798 -9.73926
H 4.05871 -2.33459 -10.11091
H 2.51057 -2.02755 -9.68234
H 3.07429 -3.37399 -7.26451
H 4.59828 -3.45368 -7.91611
H 4.74907 1.25212 -7.28232
H 6.41784 0.68771 -7.16554
H 5.33983 0.13605 -5.90339
C 3.98719 -5.16784 -1.44389
C 3.73450 -6.64671 -1.09800
O 4.50035 -7.60889 -1.79927
C 5.79884 -7.83938 -1.59979
C 6.44897 -8.65321 -2.72439
O 6.47471 -7.37050 -0.63877
H 3.81438 -5.05194 -2.51384
H 5.02975 -4.90004 -1.27231
H 3.39538 -4.42493 -0.90915
H 3.65833 -6.85070 -0.02997
H 2.74060 -6.97497 -1.40214
H 6.99529 -9.42496 -2.18213
H 7.10516 -8.00733 -3.30780
H 5.61783 -9.16875 -3.20556
C 8.56538 -0.14592 -0.97632
C 7.84196 -0.10284 0.35176
O 7.39066 1.25103 0.40690
C 7.53425 2.06148 1.51945
C 7.26591 3.47961 1.15036
O 7.99144 1.81173 2.59989
H 8.93356 -1.10181 -1.34890
H 9.37414 0.58394 -0.94022
H 7.86604 0.35137 -1.64842
H 6.94320 -0.71375 0.26745
H 8.56170 -0.37077 1.12525
H 6.31169 3.69736 1.63010
H 7.05206 3.54589 0.08361
H 8.04613 4.20358 1.38534
C -1.08558 12.72241 9.69686
C 0.32256 12.52553 9.09053
O 0.51173 11.09346 8.89950
C 0.32576 10.42188 7.70671
C 0.64505 8.93015 7.65656
O 0.11713 11.01206 6.68594
H -1.94111 12.32647 9.14969
H -1.33709 13.74565 9.97584
H -1.04506 12.12569 10.60811
H 0.34498 13.07510 8.14948
H 1.20041 12.89457 9.62088
H -0.18275 8.44050 8.16946
H 1.57330 8.58817 8.11429
H 0.35165 8.64459 6.64638
*
```

## Properties
- Relative energy (zero: lowest compared OMol25 entry of this formula, charge and spin): 196.39 kcal/mol
- SMILES: COP(=O)(OC)OC.COP(=O)(OC)OC.COP(=O)(OC)OC.COP(=O)(OC)OC.CCOC(C)=O.CCOC(C)=O.CCOC(C)=O.CCOC(C)=O.CCOC(C)=O.CCOC(C)=O.CCOC(C)=O.CCOC(C)=O

---

# 2
Here is a structure of composition C66H135N7O16V in a non-equilibrium geometry from the OMol25 dataset. Energies are from the ωB97M-V functional and the def2-TZVPD basis.

Structure (ORCA input):
```
! wB97M-V def2-TZVPD RIJCOSX def2/J DEFGRID3
* xyz -1 1
O -1.65108 -1.53819 -2.07059
V -0.16223 -1.48253 -2.64624
O -0.02661 -0.21413 -3.55542
C 2.26198 0.46645 1.19666
C 1.58570 0.68373 -0.19899
C 2.04729 1.98638 -0.82049
C 3.52181 2.07836 -1.29795
C 3.67602 0.89131 -2.32115
C 3.11758 -0.50633 -1.84162
N 1.76862 -0.41038 -1.13075
O 1.17822 -1.74860 -0.80620
C 4.23846 -1.13281 -0.87062
C 2.93834 -1.32083 -3.09752
C 0.04056 0.94425 0.12150
H 1.72447 0.87081 2.05437
H 3.26014 0.90437 1.19755
H 2.31407 -0.60281 1.40179
H 1.85663 2.84558 -0.17742
H 1.62046 2.10334 -1.81660
H 4.19409 1.87785 -0.46372
H 3.72601 3.05843 -1.72909
H 4.76524 0.86208 -2.35034
H 3.20898 1.22873 -3.24641
H 4.11272 -2.21486 -0.90880
H 4.37306 -0.71618 0.12757
H 5.19733 -0.89561 -1.33147
H 2.16854 -0.88275 -3.73280
H 2.88972 -2.40918 -3.06230
H 3.81439 -1.20296 -3.73529
H 0.08328 1.66435 0.93866
H -0.56855 0.24024 0.68847
H -0.48656 1.58770 -0.58291
C -1.73579 -4.78611 -6.04537
C -2.18071 -4.25344 -4.66363
C -3.25761 -5.30914 -4.00817
C -2.75107 -6.68110 -3.66366
C -1.61822 -6.44583 -2.66676
C -0.46505 -5.34000 -2.99008
N -1.03331 -4.19902 -3.76797
O 0.00163 -3.33797 -4.22369
C 0.59647 -6.14644 -3.77050
C 0.08940 -4.83416 -1.62914
C -2.83412 -2.84979 -4.85346
H -0.82058 -4.35232 -6.44826
H -2.56871 -4.69106 -6.74200
H -1.60646 -5.86818 -6.06781
H -4.22414 -5.39491 -4.50472
H -3.60959 -4.84530 -3.08672
H -2.35554 -7.35472 -4.42386
H -3.46999 -7.28681 -3.11196
H -1.23845 -7.42080 -2.36129
H -2.12781 -6.04365 -1.79116
H 1.29284 -6.62344 -3.08083
H 1.09627 -5.47853 -4.47206
H -0.01870 -6.75486 -4.43346
H -0.74320 -4.45740 -1.03506
H 0.82701 -4.05836 -1.83446
H 0.70814 -5.56802 -1.11270
H -3.04758 -2.55974 -3.82467
H -3.69367 -2.90346 -5.52159
H -2.24145 -2.02348 -5.24597
C -0.53230 -3.62409 1.89601
C -1.80360 -4.34046 2.14909
O -1.56199 -5.56078 2.81891
C -0.22195 -5.54653 3.14181
O 0.29710 -6.33902 3.88469
O 0.36677 -4.28599 2.75280
H -0.52526 -2.57310 2.18490
H -0.38782 -3.71863 0.81977
H -2.35279 -4.51267 1.22343
H -2.31809 -3.66571 2.83328
C 7.33760 4.99497 -2.85523
C 6.08205 4.00386 -2.90432
O 6.53154 2.94399 -3.83414
C 7.69351 3.32137 -4.49677
O 8.17212 2.63427 -5.40743
O 8.15290 4.48652 -3.92597
H 7.94701 4.86387 -1.96107
H 7.21843 6.06419 -3.03032
H 5.26813 4.55820 -3.37159
H 5.96360 3.54898 -1.92088
C -2.01404 5.92489 -4.05323
C -2.50180 4.67364 -3.29415
C -1.30398 4.37377 -2.26568
C -1.35265 5.15422 -0.88474
C -2.80012 5.19520 -0.32476
C -3.84561 5.66905 -1.33621
N -3.84902 4.94081 -2.65900
O -4.87344 5.34729 -3.48148
C -5.21043 5.29382 -0.79262
C -3.67432 7.20195 -1.56979
C -2.75774 3.46841 -4.19632
H -1.55794 6.72139 -3.46530
H -2.89689 6.45283 -4.41372
H -1.51075 5.63738 -4.97635
H -1.40180 3.31182 -2.04032
H -0.37920 4.70724 -2.73653
H -0.87518 6.11250 -1.08928
H -0.79042 4.61184 -0.12461
H -2.85378 5.90547 0.50030
H -3.18830 4.24446 0.04062
H -5.90441 6.00534 -1.24010
H -5.38558 4.24304 -1.02347
H -5.35113 5.32502 0.28782
H -2.73465 7.64838 -1.24449
H -3.90981 7.47415 -2.59865
H -4.34184 7.89996 -1.06452
H -2.06248 3.59715 -5.02587
H -3.74610 3.56056 -4.64659
H -2.61063 2.48685 -3.74578
H -5.55795 4.68705 -3.35057
C 0.69718 2.87744 5.80502
C -0.80871 2.40111 5.81481
C -1.16028 1.54697 4.54436
C -0.64370 0.11943 4.54994
C -0.96880 -0.65333 5.93231
C -0.65041 0.14159 7.21652
N -1.12311 1.54577 7.02501
O -0.95952 2.25771 8.25329
C -1.44510 -0.56079 8.33507
C 0.86693 0.03726 7.37070
C -1.73917 3.63923 5.79605
H 0.92435 3.47224 6.68972
H 0.90455 3.43878 4.89399
H 1.30765 2.00008 5.59128
H -2.22859 1.62676 4.34325
H -0.72105 2.05682 3.68689
H 0.38831 0.19135 4.20660
H -1.17333 -0.47276 3.80369
H -0.27041 -1.48770 5.86753
H -1.98236 -1.05424 5.94029
H -2.41002 -1.01501 8.10993
H -0.83661 -1.41272 8.63848
H -1.65267 0.03974 9.22072
H 1.45706 0.22361 6.47341
H 1.10253 0.77272 8.13992
H 1.09301 -0.94314 7.78996
H -2.79176 3.39396 5.93751
H -1.79679 4.11775 4.81839
H -1.31879 4.34342 6.51401
H -1.85866 2.40728 8.55458
C -4.97047 -0.82781 4.05688
C -5.55077 -0.79563 2.63206
C -6.77009 0.24617 2.67717
C -7.22398 0.67715 1.26708
C -6.02461 1.36842 0.64849
C -4.75667 0.45413 0.50756
N -4.53627 -0.30577 1.74916
O -3.58009 -1.35012 1.55463
C -5.05432 -0.51552 -0.72464
C -3.48504 1.23250 0.26722
C -6.18974 -2.24609 2.46149
H -4.52182 0.13867 4.28651
H -4.16373 -1.52198 4.29222
H -5.68340 -1.08643 4.83979
H -7.64253 -0.12374 3.21579
H -6.41183 1.10588 3.24342
H -8.04902 1.38882 1.29732
H -7.56558 -0.06624 0.54682
H -5.67639 2.27909 1.13584
H -6.36303 1.64192 -0.35090
H -6.01333 -1.00809 -0.88512
H -4.95063 0.06121 -1.64374
H -4.38199 -1.36406 -0.85129
H -2.67342 0.61004 -0.10953
H -3.53660 1.90998 -0.58510
H -2.97224 1.70849 1.10303
H -6.99270 -2.49874 3.15395
H -5.43680 -3.03393 2.43941
H -6.68357 -2.27920 1.49034
H -2.76885 -0.84057 1.61662
C 3.61611 -2.69937 3.41630
C 4.43708 -3.43794 4.48401
C 4.90372 -2.42150 5.54542
C 5.61597 -3.04515 6.73330
C 4.69951 -4.05861 7.38970
C 4.12292 -5.08451 6.49123
N 3.60383 -4.40400 5.28350
O 2.91271 -5.23006 4.35568
C 5.17970 -6.22378 6.04629
C 2.96018 -5.79538 7.34377
C 5.60351 -4.07782 3.66916
H 2.86080 -2.07661 3.89566
H 3.17744 -3.27083 2.59832
H 4.23749 -1.85285 3.12409
H 5.72709 -1.85883 5.10545
H 4.04684 -1.94287 6.01951
H 5.77867 -2.19063 7.39014
H 6.54678 -3.52503 6.43095
H 3.91775 -3.54410 7.94847
H 5.35914 -4.51109 8.13014
H 5.15317 -7.02463 6.78524
H 4.90646 -6.77124 5.14422
H 6.25058 -6.06640 6.17492
H 3.42057 -5.94468 8.32042
H 2.15535 -5.07308 7.48027
H 2.56733 -6.74622 6.98367
H 5.36577 -5.09718 3.36505
H 6.55844 -4.27859 4.15487
H 5.87234 -3.66765 2.69571
H 2.05281 -4.83497 4.51715
C -0.10347 2.86832 -10.29892
O 0.64804 1.86419 -9.63507
C 0.80990 1.78931 -8.16454
C 1.12020 3.13454 -7.60902
N 1.06975 3.12060 -6.12643
C 2.31710 2.93831 -5.38546
C 3.59541 3.58901 -6.07854
O 3.37880 4.97726 -5.93963
C 4.24866 5.68954 -6.75219
H -0.37274 2.46231 -11.27398
H 0.43028 3.81075 -10.42150
H -1.02142 3.07779 -9.74975
H 1.51017 0.97903 -7.96165
H -0.19079 1.57774 -7.78776
H 0.35909 3.84876 -7.92320
H 2.06810 3.43163 -8.05772
H 0.61110 3.97124 -5.83289
H 2.63070 1.89446 -5.39703
H 2.23181 3.27674 -4.35284
H 3.77606 3.19427 -7.07836
H 4.37610 3.18770 -5.43235
H 4.53092 5.23469 -7.70168
H 5.10130 5.85773 -6.09431
H 3.84887 6.69334 -6.89600
*
```

---

| no. | calculated total energy (eV) | lowest unoccupied orbital energy (eV) | frontier orbital gap (eV) |
| --- | --- | --- | --- |
| 1 | -149928.413 | -0.2 | 9.92 |
| 2 | -139496.043 | 1.7 | 5.73 |